C29H37BrN7O3ReS2 | ωB97M-V/def2-TZVPD

Cartesian coordinates (Å):
Re1 0.54656 -0.09191 1.15416
C1 -2.16788 0.12534 3.07789
N1 -1.97957 0.15855 1.62690
C2 -2.57297 -0.99529 0.96710
C3 -1.73696 -2.22398 1.19668
C4 -2.33476 -3.47792 1.20449
C5 -1.57297 -4.60754 1.44760
C6 -0.22706 -4.43371 1.74395
C7 0.30332 -3.15948 1.71935
N2 -0.41654 -2.06598 1.40614
C8 -2.38120 1.43698 1.05880
C9 -1.38729 2.48793 1.47051
C10 -1.72852 3.83140 1.53511
C11 -0.77974 4.74808 1.96006
C12 0.47789 4.28398 2.31923
C13 0.74405 2.92967 2.21305
N3 -0.16342 2.05738 1.78541
C14 -0.91887 -0.11096 3.89192
C15 -1.05652 -0.08873 5.27616
C16 0.02923 -0.35661 6.09032
C17 1.23410 -0.67617 5.47889
C18 1.30039 -0.66486 4.10039
N4 0.26194 -0.36818 3.30423
H1 -2.87708 -0.66814 3.34444
H2 -2.61255 1.06762 3.41590
H3 -2.61503 -0.80895 -0.11178
H4 -3.59522 -1.17210 1.32572
H5 -3.39708 -3.56159 1.02665
H6 -2.02329 -5.58831 1.43971
H7 0.39926 -5.27316 1.99471
H8 1.33961 -3.01264 1.98761
H9 -3.39070 1.72622 1.37650
H10 -2.38130 1.34962 -0.02907
H11 -2.72453 4.14855 1.27006
H12 -1.02035 5.79666 2.02984
H13 1.23894 4.95222 2.68756
H14 1.71282 2.53938 2.49591
H15 -2.02184 0.14015 5.70137
H16 -0.06828 -0.32880 7.16397
H17 2.11016 -0.92535 6.05565
H18 2.23502 -0.89826 3.61556
C19 2.24049 2.66274 -2.23900
S1 2.12219 1.01904 -1.55050
O1 3.43567 0.61370 -1.14484
O2 1.46618 0.12624 -2.49038
O3 1.17889 1.18753 -0.36514
H19 2.94975 2.60766 -3.05548
H20 2.63291 3.29612 -1.45459
H21 1.27295 2.99603 -2.58607
C20 -2.09855 1.76822 -4.94322
N5 -1.47858 1.32974 -3.70545
C21 -1.71785 2.21045 -2.58255
C22 -0.94403 0.12315 -3.52973
S2 -0.94305 -0.56121 -1.94116
N6 -0.43381 -0.60170 -4.51553
C23 0.20158 -0.02657 -5.68162
C24 -0.16135 -2.00978 -4.33850
H22 -3.09637 2.14514 -4.71227
H23 -2.20725 0.94439 -5.64102
H24 -1.53589 2.57632 -5.41297
H25 -1.62441 3.24224 -2.92341
H26 -0.98578 2.03240 -1.79290
H27 -2.73057 2.07026 -2.18948
H28 0.22934 1.05676 -5.63202
H29 -0.30420 -0.34162 -6.59602
H30 1.23005 -0.39048 -5.71814
H31 -0.93357 -2.47822 -3.73098
H32 0.80973 -2.15223 -3.85935
H33 -0.14714 -2.48441 -5.31682
Br1 3.66698 0.50195 1.84628
C25 3.43540 -0.95008 0.68251
C26 4.54372 -1.63100 0.20528
C27 4.34968 -2.56896 -0.79027
C28 3.05249 -2.80469 -1.23582
C29 2.00178 -2.14889 -0.62862
N7 2.17571 -1.25536 0.35584
H34 5.52896 -1.38026 0.56721
H35 5.18966 -3.09563 -1.21774
H36 2.86804 -3.50227 -2.03443
H37 0.97849 -2.34781 -0.91971

Calculated values
- multiplicity = 4
- total charge = +3
- highest occupied orbital energy (spin up / spin down) (eV) = -16.22 / -16.02
- expectation value of S² = 3.77

Population analysis type Mulliken, resulting atomic charges in e: 0.95 -1.81 0.33 -1.64 1.07 -1.14 -0.67 -1.00 -0.16 0.68 -0.77 0.96 -1.08 -0.54 -1.05 -0.32 0.47 1.05 -1.02 -0.61 -1.05 -0.39 0.79 0.72 0.70 0.48 0.54 0.58 0.49 0.53 0.42 0.59 -0.27 0.59 0.51 0.52 0.35 0.58 0.48 0.51 0.42 -1.10 0.97 -0.56 -0.53 -0.44 0.45 0.39 0.25 -1.25 0.23 -1.12 0.37 0.25 0.13 -1.25 -1.05 0.39 0.44 0.42 0.49 0.04 0.43 0.44 0.40 0.38 0.38 0.36 0.41 0.08 0.20 -0.60 -0.65 -0.89 -0.10 0.78 0.52 0.47 0.52 0.53

C29H37CoN3O | ωB97M-V/def2-TZVPD

Cartesian coordinates (Å):
Co1 0.22354 -0.03349 -0.05253
N1 -1.06790 -2.00265 2.17010
N2 -0.23270 -2.02106 -1.23724
C1 1.21882 1.65620 -0.48072
C2 2.06126 0.51404 -0.19258
C3 1.70652 0.04044 1.13173
C4 2.44055 -0.99112 1.92203
H1 3.01014 -1.64957 1.25047
H2 1.71376 -1.60237 2.47517
H3 3.13411 -0.49945 2.63045
C5 0.69057 0.92065 1.66068
C6 0.14476 0.87732 3.04619
H4 0.81388 1.46888 3.70012
H5 0.08215 -0.16996 3.38377
H6 -0.86518 1.32096 3.04322
C7 0.40073 1.91301 0.66558
C8 -0.53982 3.06668 0.82822
H7 -1.34633 2.78815 1.52450
H8 -0.97514 3.35015 -0.14478
H9 -0.00107 3.93954 1.24215
C9 3.16854 -0.05976 -1.01695
H10 4.11600 -0.08026 -0.45514
H11 3.31418 0.51492 -1.93816
H12 2.92312 -1.09750 -1.28231
C10 1.18240 2.48914 -1.72197
H13 0.12406 2.64325 -2.00121
H14 1.68815 1.98247 -2.55676
H15 1.63949 3.48453 -1.57256
C11 -1.97884 -2.43421 3.05086
H16 -2.15651 -1.80268 3.92472
C12 -2.71556 -3.61666 2.87712
H17 -3.45789 -3.90606 3.62470
C13 -2.44099 -4.40920 1.76144
H18 -2.96168 -5.35600 1.60881
C14 -1.49153 -3.96616 0.83879
H19 -1.23946 -4.54764 -0.04690
C15 -0.89367 -2.70499 1.04198
C16 0.09969 -2.08053 0.14298
H20 1.10826 -2.50372 0.30214
C17 -0.13799 -0.77977 -1.76882
C18 -0.54315 -2.95739 -2.19922
H21 -0.64260 -3.99788 -1.94450
C19 -0.67266 -2.27521 -3.36207
H22 -0.90293 -2.61821 -4.34948
N3 -0.43372 -0.92607 -3.07207
C20 -0.42111 0.15836 -4.02674
C21 0.78670 0.48886 -4.65112
C22 0.83337 1.60636 -5.48358
H23 1.76678 1.85197 -5.99833
C23 -0.29568 2.40052 -5.67121
C24 -0.24219 3.59233 -6.56870
H24 -0.28102 4.52415 -5.98396
H25 -1.10002 3.58033 -7.25365
H26 0.68386 3.56714 -7.15429
C25 -1.47538 2.09463 -4.99398
H27 -2.35668 2.72792 -5.12665
C26 -1.54842 0.97936 -4.16073
C27 -2.83439 0.63544 -3.49712
H28 -3.24642 -0.30939 -3.86986
H29 -3.56465 1.42475 -3.69236
H30 -2.73200 0.54348 -2.41201
C28 2.00790 -0.35158 -4.49587
H31 2.07784 -1.10465 -5.29289
H32 2.03298 -0.87893 -3.54093
H33 2.89953 0.28329 -4.55788
C29 -3.11937 0.18984 0.89454
O1 -2.26022 0.48811 -0.19708
H34 -3.98044 0.87727 0.86758
H35 -3.45589 -0.83318 0.70069
H36 -2.57957 0.28333 1.85446
H37 -2.22916 1.45481 -0.31450

Calculated values
- multiplicity = 4
- total charge = -2
- highest occupied orbital energy (spin up / spin down) (eV) = 2.57 / -2.25
- expectation value of S² = 3.78

Population analysis type Mulliken, resulting atomic charges in e: 0.70 0.16 1.00 1.02 0.89 0.15 -1.60 0.42 0.40 0.29 0.59 -1.37 0.34 0.20 0.29 0.33 -1.40 0.39 0.44 0.30 -1.74 0.31 0.40 0.26 -1.58 0.13 -0.03 0.48 -0.33 0.28 -0.73 0.33 -0.79 0.37 -0.84 0.14 -0.10 -0.40 0.34 -1.53 -0.30 0.58 -1.21 0.43 1.70 -3.09 3.15 -4.05 -0.95 7.11 -1.16 0.29 0.32 0.67 -5.16 -0.91 3.64 -1.01 0.30 0.31 0.08 -1.53 0.43 -0.01 0.29 -0.83 -0.53 0.34 0.22 0.12 0.24

C29H37N7PSe2W | ωB97M-V/def2-TZVPD

Cartesian coordinates (Å):
W1 -0.45948 0.09698 -0.73409
N1 -1.63433 -1.44053 -2.00889
C1 -3.10598 -1.28126 -2.15916
C2 -3.54972 -0.20643 -1.19494
N2 -2.56524 0.92466 -1.18959
C3 -2.59185 1.60261 -2.52683
C4 -1.30396 2.34716 -2.78109
N3 -0.18625 1.38070 -2.59300
C5 -3.01019 1.90777 -0.15103
C6 -2.62129 1.39647 1.21173
N4 -1.16198 1.16666 1.13451
H1 -1.19738 -1.56952 -2.91887
H2 -1.44463 -2.31839 -1.52314
H3 -3.61998 -2.21734 -1.94318
H4 -3.33418 -1.03673 -3.19474
H5 -3.58576 -0.61584 -0.18604
H6 -4.54315 0.17750 -1.44033
H7 -3.45623 2.26876 -2.57968
H8 -2.72289 0.84917 -3.30078
H9 -1.16245 3.17542 -2.08737
H10 -1.29861 2.76697 -3.78826
H11 0.70646 1.87433 -2.58572
H12 -0.13755 0.76773 -3.40789
H13 -4.08308 2.08472 -0.25053
H14 -2.49831 2.85425 -0.33940
H15 -3.12100 0.46590 1.47697
H16 -2.86089 2.12929 1.98316
H17 -0.84089 0.61794 1.93200
H18 -0.70140 2.08625 1.25193
Se1 1.41812 -1.31987 -1.78810
P1 0.94946 -2.85821 -0.26721
Se2 -0.52249 -1.81176 0.99678
C7 2.41866 -3.24313 0.66301
C8 2.31981 -3.54992 2.02087
C9 3.44915 -3.96799 2.70454
C10 4.66190 -4.08152 2.03821
C11 4.75793 -3.77641 0.68581
C12 3.63756 -3.35748 -0.00975
C13 0.19897 -4.28610 -1.03431
C14 0.66282 -4.72113 -2.27940
C15 0.16966 -5.89880 -2.81502
C16 -0.77638 -6.63776 -2.11460
C17 -1.23589 -6.20692 -0.87680
C18 -0.74963 -5.03122 -0.32830
H19 1.37628 -3.46857 2.54655
H20 3.38255 -4.21095 3.75536
H21 5.53949 -4.41179 2.57564
H22 5.70502 -3.87115 0.17395
H23 3.72066 -3.12731 -1.06545
H24 1.40670 -4.15438 -2.82687
H25 0.52677 -6.24565 -3.77451
H26 -1.15494 -7.55908 -2.53552
H27 -1.96577 -6.79191 -0.33547
H28 -1.10157 -4.70869 0.64398
C19 3.32243 1.67558 1.03283
C20 2.32091 0.83814 0.57911
N5 1.20642 1.31569 -0.00804
C21 1.07484 2.65016 -0.11014
C22 2.00385 3.55627 0.35273
C23 3.17550 3.04807 0.90878
C24 1.69776 4.99950 0.28358
C25 0.80134 5.62322 1.04521
C26 0.03519 5.08435 2.18746
C27 -0.31826 5.97021 3.19681
C28 -0.95009 5.45794 4.31839
N6 -1.20903 4.15967 4.44206
C29 -0.85348 3.40191 3.42405
N7 -0.26181 3.77116 2.28885
H29 4.20069 1.24662 1.49177
H30 2.39998 -0.23602 0.67498
H31 0.14464 3.02270 -0.51915
H32 3.94099 3.71944 1.27457
H33 2.26912 5.58324 -0.42907
H34 0.69494 6.69224 0.90335
H35 -0.09378 7.02394 3.11862
H36 -1.24918 6.09781 5.13970
H37 -1.05568 2.34064 3.54441

Calculated values
- multiplicity = 3
- total charge = +3
- highest occupied orbital energy (spin up / spin down) (eV) = -16.42 / -16.56
- expectation value of S² = 2.02

Population analysis type Mulliken, resulting atomic charges in e: 2.40 -0.38 -1.00 -0.56 -0.20 -0.63 -0.83 -0.81 -0.94 -0.85 -0.38 0.36 -0.02 0.46 0.46 0.37 0.43 0.41 0.35 0.29 0.63 0.26 0.39 0.54 0.51 0.41 0.67 0.53 -0.31 -0.23 0.07 -0.29 1.12 -0.35 -0.83 -0.50 -0.82 -0.31 0.79 -0.35 -0.81 -0.46 -0.82 -0.15 0.40 0.45 0.44 0.46 0.38 0.41 0.45 0.45 0.46 0.44 -0.93 -0.17 0.42 0.13 0.08 -0.38 -1.34 -0.76 0.86 -0.84 -0.24 -0.55 -0.31 -0.10 0.53 0.20 0.48 0.57 0.54 0.46 0.45 0.44 0.48

no.,M (u),largest force on an atom (eV/A),E (Eh)
1,861.91,1.87,-5184.05106
2,502.57,2.99,-2749.31469
3,856.40,0.94,-6721.09879